Model P:
340
Properties=species:S:1:pos:R:3 method="wB97M-V/def2-TZVPD" gap_ev=8.2
O 2.4557 -2.7813 -2.9963
O -4.2416 -0.7333 -2.0403
O -4.1953 3.4890 1.0443
O 2.9334 7.5387 -3.8000
O -3.6588 -6.0750 5.6135
O -1.2124 6.6721 -2.5254
O -0.6634 2.0560 -8.4392
O 3.0150 2.5447 4.4061
O 6.6040 5.9312 -1.5644
O -4.0602 -0.7036 3.5707
O 5.1669 -3.8335 0.1466
O 0.5421 -6.4339 0.3336
O -0.6057 -3.5747 8.9681
O -4.3036 2.7206 -4.1240
O 3.2529 2.3900 -5.6545
O 3.3444 -5.0197 3.1433
O -0.3117 0.2457 7.0818
O -1.0398 -1.7316 -5.8324
O -0.3652 1.5543 0.1214
O 4.4225 -1.4380 6.1196
N -1.6045 8.6171 -0.6028
N -3.5196 -2.5306 -7.4854
N 4.3927 -2.8633 9.6150
N 2.5176 -6.2453 -4.3048
N 0.4223 -4.4067 2.5979
N 1.5870 3.4975 6.9290
N -6.3529 5.0924 -6.1790
N 4.6146 5.4837 0.2101
N -1.8048 -3.4864 -0.9560
N 4.7017 4.3800 -2.6069
N -3.6166 6.6364 -0.6287
N -4.7326 -5.9666 2.1332
N -4.3223 2.0780 -9.4978
N 2.8947 -2.6566 1.6339
N -5.6089 -3.1084 1.2836
N -2.7481 -3.0354 10.4897
N 5.8209 3.3210 -8.1642
N 0.2850 -2.0737 0.7087
N -2.2949 -5.7906 0.7737
N 2.7464 5.4816 2.4385
C -0.0939 -0.6658 1.0458
C 0.8786 -5.1293 3.8202
C -3.3512 -1.3827 -6.6016
C 4.3139 -4.4661 -4.4688
C 3.1527 3.1107 3.1064
C -2.9313 2.3977 -3.9551
C -2.4778 -1.7025 -5.4086
C 1.6057 -1.6939 -2.9556
C -0.1392 -6.0826 4.3826
C 3.6024 6.5983 -2.9079
C -5.9987 3.9139 -5.4147
C -6.4958 2.7129 -6.1941
C 6.0346 5.4508 0.6829
C 6.3913 3.9917 0.6826
C -2.6434 -2.6379 -1.9263
C 2.8512 1.2125 -5.1411
C -4.4834 3.7251 -5.0636
C 2.3588 4.3642 -3.3746
C -0.2041 2.3885 -0.9655
C 4.7457 -1.1351 1.0539
C 4.2224 2.1582 -6.6777
C -4.1826 -1.8953 2.7929
C -3.4308 2.3646 1.4269
C -4.7184 -6.4079 6.4845
C -0.1445 7.4596 -2.0495
C -0.5748 2.9774 5.9309
C -5.6369 -2.0836 2.2438
C -1.3954 -4.6603 9.3224
C 2.1763 4.3280 3.0502
C 6.9358 6.3419 -0.2576
C -0.5129 -0.4195 -5.9480
C 3.5679 -1.9986 0.5323
C 3.8823 4.5063 -7.5402
C 7.3331 6.5686 -2.6021
C -3.4562 -5.3690 10.6077
C 5.4979 -4.9831 -0.5903
C 3.8697 -2.5968 8.2665
C -4.9403 4.7554 -1.3892
C -3.6343 -3.5711 -2.6777
C -2.2493 -4.4024 10.6080
C 3.6801 7.9256 -4.9247
C 4.6021 -5.6662 3.2530
C -0.4145 6.7871 0.4259
C -2.8938 1.7394 -9.5640
C -3.4366 4.6336 0.6980
C 0.1709 0.2543 -0.1731
C 0.8079 3.8994 2.4976
C -5.0290 0.2722 -1.4281
C 1.9118 -3.9313 -3.6739
C -2.7357 -0.1202 3.7883
C 0.1199 2.8959 -7.5514
C -0.3155 7.9457 -0.5784
C -2.4749 2.1103 -10.9730
C -4.3498 5.5045 -0.1609
C -6.7762 -2.4308 3.1592
C -0.7270 0.0579 8.4745
C 0.6365 -0.2145 2.2785
C -4.6124 -6.5204 3.4882
C -4.7439 -0.9303 -6.2342
C 0.8312 1.0898 6.9279
C -1.8693 -7.1544 0.3464
C -4.0036 -5.4456 4.4271
C 2.6832 -1.6616 8.5479
C 2.2360 -5.8132 3.4794
C 0.4007 2.5937 7.0319
C 3.9143 -2.3218 5.2750
C 1.6460 -5.9007 -0.4672
C 3.7217 5.1284 -3.4102
C -3.8551 -7.8745 3.3974
C -3.3524 -1.4972 -1.1854
C 3.0320 -4.9476 -3.7462
C 4.8853 3.4914 -7.0791
C -0.5305 -6.9841 -0.4112
C -1.1340 6.3571 -3.9488
C -3.0813 -7.6781 -0.4673
C -0.0478 -3.7294 7.6892
C 4.9439 -1.9443 7.4009
C 3.6731 1.2920 4.4703
C 4.1151 -3.0590 -0.4255
C -2.0947 2.4233 -8.4578
H -5.5734 3.9384 -1.0431
H 3.2957 0.4963 3.8280
H -4.8170 1.5783 -8.7728
H -2.8381 -2.6475 -5.0023
H -4.2858 7.1153 -1.2143
H -0.8612 4.0225 6.0482
H -1.1585 -0.6243 1.2760
H 1.8039 3.4620 5.9432
H -4.0355 -5.4062 11.5303
H 3.7527 1.7166 -7.5566
H 3.5892 5.6079 2.9806
H 4.7849 -6.0936 4.2389
H -4.2600 -2.9261 -3.2945
H 1.6976 -0.0487 2.0922
H -1.8726 8.7799 -1.5629
H 1.2579 -2.2854 0.8779
H 1.1921 0.3494 -0.5422
H 4.0558 -4.1718 -5.4860
H 2.4961 0.5246 -5.9085
H 0.3001 0.7616 2.6279
H 4.6304 -2.7389 4.5670
H -2.4434 0.2864 2.8201
H 4.0925 7.0663 -5.4535
H -0.5610 1.8795 -1.8608
H -0.7820 3.3018 -0.8242
H -2.6136 4.3313 0.0504
H 4.1803 3.4727 3.0759
H -3.0921 -5.0169 4.0107
H -1.4704 2.3597 5.8648
H 3.1073 2.3532 2.3239
H 3.2419 6.6368 -1.8799
H 0.7551 6.8497 -2.1329
H 4.1364 5.0570 -4.4157
H 1.1639 -4.3729 -3.0153
H -4.5609 -4.5117 4.5005
H -1.1538 7.2827 -4.5242
H -5.5923 -0.0545 -0.5540
H 5.8777 -4.7077 -1.5741
H -3.4701 -3.0539 9.7836
H 4.6102 7.0077 -2.8383
H -1.1508 -3.0073 -0.3537
H 4.3572 5.4473 -7.8177
H -0.4471 -6.7922 3.6146
H 1.4451 0.7496 7.7620
H 1.0801 -4.4287 4.6305
H 5.7322 -2.6665 7.1889
H 2.0723 -0.8731 -2.4108
H -3.9995 1.4928 1.1034
H 6.0083 5.8513 1.6963
H 1.3198 0.7917 6.0002
H 3.3811 -5.1728 -2.7385
H 0.5407 -0.5140 -6.2106
H 3.1806 -1.7188 4.7401
H -2.8542 1.4435 -11.7473
H -1.7624 -7.8749 1.1573
H -5.3042 -7.2977 6.2536
H 2.1453 -6.0688 -5.2270
H -1.3854 2.0811 -10.9880
H -1.6613 -4.4385 11.5250
H -1.0004 0.1519 -6.7378
H 2.0824 -1.5301 7.6480
H -0.6180 0.1909 -5.0510
H -0.7923 -5.5175 9.6218
H 1.3055 -4.9359 -0.8433
H 7.4173 3.8888 1.0358
H 4.7090 -5.7261 -0.7072
H -5.7748 2.2722 -6.8826
H -0.9332 5.9043 0.0521
H 1.9238 -6.4572 -1.3624
H 5.2940 -4.8420 3.0795
H 4.6940 -2.0668 10.1581
H -3.8313 -5.6222 1.8345
H -0.8413 1.0122 8.9886
H -3.0134 5.2235 1.5110
H -3.9842 -1.8498 -0.3701
H 0.8010 3.5434 1.4674
H 2.0491 -2.1592 9.2816
H -0.2009 5.8562 -4.2066
H 1.2799 -3.9569 2.3111
H -4.7233 0.1595 -6.2414
H 4.4349 6.3530 -0.2717
H -2.7214 3.1455 -11.2089
H 3.6845 0.7015 -4.6590
H -2.0355 -2.0601 -2.6225
H 8.4006 6.4221 -2.4375
H 4.8149 -3.6599 -3.9330
H 3.0758 5.2609 1.5095
H -0.0112 2.7189 8.0333
H -5.9126 -1.1566 1.7410
H 3.3560 -3.1218 5.7612
H -2.6350 -0.7847 -0.7782
H 4.5813 4.8025 -0.5350
H 1.5242 4.4936 7.0838
H -5.0792 -1.2975 -5.2643
H 7.1336 7.6367 -2.6878
H -0.1216 2.6657 -6.5138
H 5.8334 4.2416 -8.5795
H -2.2493 7.8415 -0.5517
H -3.9638 -7.7093 0.1718
H -1.7283 -0.3486 8.6174
H -0.0688 -0.5905 9.0528
H -1.1415 -3.9764 -1.5391
H -2.9786 6.2942 -1.3330
H 5.7310 3.3981 1.3149
H -6.0847 6.0079 -5.8473
H -5.3546 -5.5458 6.6849
H -3.9344 -2.7271 3.4521
H 2.0538 -6.5895 2.7363
H -0.7955 -3.9995 6.9435
H -3.1829 -4.4253 -3.1824
H 8.0053 6.3330 -0.0476
H -2.9655 -8.6859 -0.8662
H -1.9687 5.7218 -4.2450
H -6.7129 -3.3495 3.7424
H -0.7919 7.1367 1.3869
H 6.2933 3.6238 -0.3387
H -4.3039 -4.0105 -1.9384
H -3.4281 2.2497 2.5108
H 2.8967 -1.3033 0.0281
H -2.8097 -7.6915 3.1490
H -2.7848 0.6990 4.5057
H -7.4898 2.8815 -6.6084
H -3.5183 -1.8839 1.9288
H 5.0093 -5.2912 -4.6233
H 0.4801 8.6591 -0.3634
H 0.3169 3.1256 3.0876
H -4.4653 3.0527 -9.2750
H 1.7809 4.6917 -2.5103
H -4.1531 -2.2422 -8.2173
H -0.3598 -0.2112 -1.0037
H 0.7315 -2.0290 -2.3973
H -4.0193 -8.4428 4.3129
H 4.7271 1.3958 4.2126
H -0.7843 -6.4242 -1.3113
H 3.0040 4.7482 -6.9416
H -2.4268 2.0120 -4.8410
H -7.3608 5.0339 -6.1487
H 7.0727 6.0904 -3.5464
H -3.2559 -6.9831 -1.2886
H -5.4130 5.4701 -2.0630
H 0.3050 -5.0464 1.8251
H -2.6483 -0.9335 -4.6551
H -2.8139 0.6624 -9.4158
H 5.1637 -3.5156 9.6071
H -0.0746 8.3676 -2.6485
H 1.7727 4.5170 -4.2808
H 4.6561 -6.4530 2.5005
H -0.0117 2.7371 5.0291
H 0.7288 -4.4943 7.6918
H -6.6010 1.8586 -5.5254
H -4.9975 -6.7257 1.5218
H -3.9989 3.6916 -6.0394
H -2.3235 -5.1051 0.0324
H 6.2954 -5.4680 -0.0272
H -4.4309 1.1092 -1.0679
H -2.1506 3.5001 -8.6171
H 1.9943 1.3268 -4.4772
H -6.4778 3.9618 -4.4368
H 5.4821 4.9339 -2.2838
H 3.4006 -3.5251 1.7329
H -2.7566 1.5949 -3.2388
H -4.8987 -3.0482 0.5679
H 5.4383 2.8627 -8.9789
H -5.6223 -6.6953 3.8592
H -7.7539 -2.4803 2.6801
H 2.4781 -5.7860 0.2274
H -4.1262 4.2395 -1.8981
H -2.0232 -0.9033 4.0474
H -5.7651 0.7199 -2.0958
H 2.4884 3.2865 -3.2748
H 3.2211 -6.9642 -4.3957
H 4.2833 -0.1929 1.3479
H -2.8909 -0.5404 -7.1182
H -5.5075 -4.0271 1.6907
H 0.3399 -6.5447 5.2458
H -2.4829 2.2456 -7.4549
H -6.7763 -1.6678 3.9377
H -2.5142 2.1943 0.8623
H 1.1090 2.5346 -7.8327
H -4.1927 -6.6895 7.3968
H -5.1445 5.9746 0.4184
H 3.1816 -2.2647 2.5195
H 0.1178 4.7422 2.5368
H -5.5419 -1.2449 -6.9067
H -0.1609 -2.7255 1.3384
H -0.3160 -7.9730 -0.8163
H 3.1439 8.5410 -5.6471
H -4.1246 4.6677 -4.6502
H 5.5256 -0.8376 0.3529
H -1.4462 -5.5632 1.2719
H -2.6556 -2.8510 -7.8988
H 4.4200 -2.5356 -1.3316
H 5.0230 1.5316 -6.2846
H 0.4061 -2.7885 7.3781
H -2.3787 3.2754 -3.6201
H 3.2341 -3.6738 -0.6099
H 4.5823 8.4075 -4.5482
H 1.5415 -3.6339 -4.6550
H -4.2494 -8.5457 2.6345
H -4.1317 -5.1186 9.7898
H -2.0187 -2.4900 10.0531
H 5.3797 -1.4825 1.8696
H -3.1957 -6.4225 10.5054
H 3.7384 0.9086 5.4886
H 5.0515 3.6006 -3.1455
H 0.8368 2.6976 -1.0615
H 5.4108 3.8764 -6.2052
H 2.9517 -0.7086 9.0038
H 3.5582 -3.5130 7.7649
H -1.0446 -5.5874 4.7333
H 2.4936 -6.3641 4.3839
H 1.9888 4.6210 4.0832
H 0.6044 6.5472 0.7298
H -2.0616 -5.0117 8.5345
H 5.3208 -1.0949 7.9707
H -0.0121 3.9651 -7.7171
H 1.4145 -1.4115 -3.9909
H 3.4754 4.2185 -8.5096
H 0.4598 -0.9688 3.0453
H 6.5379 7.3490 -0.1330

---

Model Q:
340
Properties=species:S:1:pos:R:3 method="wB97M-V/def2-TZVPD" gap_ev=8.8
O -6.0182 -1.8416 -2.6632
O 4.2184 -7.1549 6.1121
O -6.8267 3.2566 -4.4699
O -5.9436 7.9063 -3.5699
O -2.1023 0.0697 -6.8008
O 1.4736 4.5651 -0.4750
O 2.5479 -6.2679 2.0634
O 3.5639 4.2491 1.7813
O 2.2788 2.4943 5.9258
O -1.3157 1.2176 -0.5286
O 4.2083 -2.9650 7.5554
O -4.9646 2.7322 0.6866
O 3.7590 -4.8129 -1.8377
O -0.3918 -3.1380 -4.2539
O 1.6541 1.8036 -5.1352
O -2.6412 4.5440 -3.4413
O -3.2653 -8.9139 4.0577
O 5.7770 -1.2372 3.8744
O -5.5354 -4.3380 1.1268
O 4.0104 -1.2476 -1.8460
N -5.0566 -2.0315 -7.0099
N 6.3763 -3.6801 9.4463
N -5.9261 -1.8867 2.5107
N -0.2232 -3.6158 -1.2800
N -0.0631 6.1013 -5.6010
N 9.3577 -1.7160 3.9198
N -0.2466 -3.8378 2.3192
N -5.9618 0.2027 0.3568
N 1.8370 4.7325 -7.2276
N 1.2548 5.7504 2.2030
N 2.1222 -7.9355 -3.1669
N 5.4067 6.6375 2.0100
N 7.2601 0.2557 -0.9199
N -4.2035 11.1994 -2.7839
N -0.5959 -1.4625 0.6295
N -3.1637 0.6965 1.5189
N -2.2646 -5.2843 4.0692
N 6.8381 -5.9854 5.4999
N 0.2817 5.4012 5.0782
N -6.9000 0.8212 -7.1821
C -6.2503 -1.5486 -1.3207
C -4.5766 -3.9772 2.1769
C 4.5364 4.6621 0.8251
C 5.3912 -1.0311 -1.9951
C 6.0181 -4.7916 3.6683
C 1.1841 -4.2323 2.4084
C 0.0672 5.5081 1.4332
C 8.0966 -1.5184 4.4947
C -1.4189 -2.8301 -3.3373
C 7.5142 -1.5160 8.8367
C 1.7461 -5.7114 -4.0221
C -3.9769 -1.0227 -8.9267
C 7.1118 -1.0887 3.3609
C -2.0391 -6.6909 4.2670
C -5.0830 6.7418 -3.4798
C -6.4087 2.6095 -5.6819
C 4.6383 6.2077 0.8658
C -5.3375 9.1771 -3.8192
C 1.4537 4.9851 7.2265
C 3.1387 -6.0797 -1.8859
C -7.2646 1.3840 -5.8806
C 3.3675 -1.8167 -2.9955
C 3.4924 2.8515 1.8897
C 4.7624 -0.9687 2.8981
C -3.3711 -7.4755 3.8479
C -1.9372 4.7451 -4.6884
C 1.1667 3.2146 5.4012
C -1.6576 1.2855 -6.2008
C 1.5760 -4.0764 3.8428
C 1.6540 -0.8417 0.6456
C -1.3177 -3.8752 -2.1437
C 2.6689 -7.6686 1.6373
C 0.2732 -0.2847 0.6637
C -6.1566 -3.2254 -2.9337
C -1.8157 7.3254 -4.4994
C 3.5584 -6.2908 7.1163
C 8.2436 -0.4456 5.5298
C 5.6146 -5.4069 5.0155
C 1.8915 1.2912 -3.7929
C -0.8357 6.6718 1.6849
C 0.3520 5.4099 -0.0976
C -5.2988 9.6666 -1.2936
C 3.1522 2.8333 -7.7547
C -1.0262 5.9799 -4.5133
C -4.4806 -9.5675 3.6493
C -2.0699 2.2651 3.0705
C -4.5273 9.7959 -2.6097
C -0.3762 -2.3936 -5.4557
C 2.7110 -6.6260 -3.3151
C 1.7310 4.6662 -1.9047
C 2.0159 3.1095 -5.4017
C -5.8106 -5.7568 1.0033
C 5.4497 6.8158 -0.3337
C -2.6311 -3.8330 -1.2746
C -1.6720 1.7908 -1.7370
C -7.0687 0.2715 -4.8744
C -3.7743 3.1059 1.3763
C 4.5906 -6.5093 4.8860
C 5.8972 -0.2658 -0.7661
C 1.3362 4.6502 5.7299
C 3.4300 -2.6783 6.4168
C 0.0060 0.6985 -0.5629
C -7.9311 4.1005 -4.4792
C -3.8091 3.7523 -3.5043
C 5.1198 1.0584 -0.6444
C -3.7508 -1.4473 -7.4820
C -3.2967 1.9422 2.3043
C -4.5818 -2.4561 2.2552
C 1.9432 3.3357 -6.9197
C 1.2987 -5.6362 1.8685
C 6.1763 -2.3222 8.9138
C -5.7864 -0.1518 -1.0387
C 5.5448 -2.4308 7.4520
C -1.7939 -6.9077 5.7474
C -3.4318 -0.2479 -6.5893
C 2.3007 1.0448 5.6226
C -4.4005 0.1180 -1.5322
C 3.8578 -4.2178 -0.4895
C -5.5822 3.9107 0.0738
C -3.4856 -1.9068 3.2182
H -7.5928 0.2103 -7.5905
H 7.4607 1.0144 -1.5557
H 4.5966 -3.4183 -0.5448
H 0.3519 7.0198 -5.6666
H 1.3037 3.7371 -4.8659
H -0.3130 -2.7343 -0.7951
H -6.2092 9.7683 -4.0997
H -6.9621 0.2550 0.4858
H 0.6135 6.4225 -0.4048
H 5.3168 1.4772 -1.6313
H 5.3272 -4.5694 5.6512
H 5.4350 1.6831 0.1914
H 0.6511 -3.4989 -1.7719
H 3.6851 -8.0403 1.7685
H 6.0808 -5.4753 2.8217
H -5.3854 -9.1763 4.1143
H -4.4087 6.5926 -4.3231
H -0.3784 7.6544 1.5694
H 0.2175 2.8453 5.7896
H -3.4729 -7.2107 2.7955
H 1.5431 0.4912 6.1773
H -5.7650 5.8962 -3.3906
H 2.7902 2.6561 2.7002
H -5.7425 -3.9489 -2.2315
H 2.0975 -4.7017 -4.2341
H 1.1359 5.2108 -6.6801
H 2.6219 -4.3654 3.9456
H 3.4761 -1.1014 -3.8107
H -4.0817 1.7573 3.0375
H -5.8884 -2.3761 -0.7106
H -2.4915 -1.8763 2.7723
H 4.2934 4.3712 -0.1969
H -4.6486 9.1090 -4.6611
H -7.2141 -3.4305 -3.1003
H 5.6178 -0.3457 -2.8118
H -8.8432 3.5141 -4.5894
H 3.8987 -2.7061 -3.3343
H -4.7676 -4.4409 3.1447
H 3.6403 6.6458 0.8693
H -6.0911 -0.2070 -4.9329
H -7.8254 -0.4962 -5.0360
H -4.7960 -0.3062 -8.9880
H -0.5720 1.3743 -6.2405
H -6.2478 10.2000 -1.3470
H 2.5528 -5.9757 6.8378
H 0.0476 0.2334 1.5958
H -1.6328 -4.7507 4.6492
H 0.2447 -2.8330 -6.2364
H 5.0528 -7.2840 4.2743
H 4.8559 6.8066 -1.2477
H -3.6453 2.7088 -3.7732
H 8.4647 0.5725 5.2094
H -2.6280 0.9373 0.6973
H -2.4139 -2.9422 -3.7679
H 2.2149 0.7675 4.5719
H 5.9101 -1.9691 -2.1925
H 3.0671 2.3543 1.0179
H 4.0433 3.4596 -7.7133
H -0.3155 4.5757 1.8483
H 3.4092 -1.6221 6.1481
H -0.5199 5.2167 -0.7226
H 1.3027 0.3862 -3.6431
H -6.1601 0.1773 -6.9409
H -4.1944 1.1723 -1.3473
H 4.2107 -5.4337 7.2838
H 1.8982 5.6899 -2.2397
H -4.4145 3.8186 -2.6003
H -8.0244 4.6084 -3.5193
H 1.9069 5.0993 1.7895
H -3.0685 -2.2971 -7.4633
H 2.3981 -0.0457 0.6165
H -0.6134 6.0021 -6.4420
H -4.6209 -9.5134 2.5697
H -6.4520 0.5507 -1.5402
H -4.2952 -2.0735 1.2757
H -5.3550 2.3712 -5.5363
H 4.0500 0.9507 -0.4650
H 1.0392 2.8958 -7.3409
H -2.6747 -4.5666 -0.4695
H -1.7767 1.6035 3.8856
H -3.6245 -0.5337 -5.5553
H -3.6193 -0.8394 3.3938
H 8.2065 -2.0798 8.2114
H -3.9445 11.2570 -3.7584
H 7.8720 -0.5151 -1.1468
H 0.5758 -6.3021 2.3398
H 5.9627 -0.8701 0.1387
H -3.9428 4.0205 1.9449
H 2.7216 5.1767 -7.0272
H 7.3669 -0.1163 2.9397
H 6.9031 -4.1574 3.7199
H -5.5554 8.6480 -1.0024
H 0.0199 -1.3797 -5.3997
H 0.5964 4.7039 7.8382
H 3.3941 1.8168 -7.4445
H 5.1728 6.1127 2.8407
H 1.7486 -3.5559 1.7666
H -1.7457 1.0448 -2.5283
H -0.4514 -2.0050 1.4690
H -5.0940 11.6688 -2.8654
H -7.3283 -1.5962 -1.1665
H -5.7729 -6.3224 1.9344
H -1.2616 -1.8183 -2.9635
H 3.4065 -6.8871 8.0159
H 4.8940 0.0451 2.5201
H -7.1490 0.6695 -3.8628
H -3.0095 3.3055 0.6258
H -3.4664 -3.9582 -1.9636
H 1.8643 -1.4725 1.5093
H 3.8523 -3.1715 5.5413
H -4.2308 -7.0665 4.3787
H 0.7967 -5.6267 -3.4933
H -3.6349 -4.4291 1.8652
H 3.0521 3.3382 -5.1525
H 7.3851 -0.5876 8.2803
H 6.3649 -6.6740 6.0673
H 5.4266 -1.9272 9.5993
H 1.9231 -8.5128 -3.9714
H -4.5099 6.7812 -2.5536
H 7.1759 -1.7718 2.5139
H -1.7643 6.5229 1.1339
H 0.7447 1.4978 -0.6238
H -4.4687 0.0097 -2.6147
H -2.0318 1.3549 -5.1793
H 9.7600 -0.8580 3.5703
H 6.3814 6.3395 -0.6389
H -1.1641 -7.0493 3.7247
H 5.1939 -4.1296 3.4028
H 0.1967 6.3595 5.3855
H -6.5121 -2.4518 1.9129
H 0.8836 4.2816 -2.4722
H 0.1561 0.1639 -1.5008
H 5.5768 4.3663 0.9604
H 4.7542 -1.7283 2.1165
H 6.9162 -4.2221 8.7870
H 8.0579 -1.3838 9.7721
H 4.4222 2.4930 2.3314
H 2.9324 2.7052 -8.8146
H 2.9480 1.0476 -3.6803
H -4.4152 4.0786 -4.3495
H -4.8466 4.4171 -0.5511
H -1.5300 -1.0914 0.7290
H 5.6377 7.8758 -0.1635
H -8.3361 1.5841 -5.8687
H 5.4664 -4.0465 9.2056
H -4.9408 -2.5390 -6.1444
H -2.5293 2.4355 -1.5433
H -5.4283 -2.6417 -7.7237
H -1.3872 -2.2478 -5.8359
H -3.1271 -4.9885 4.5035
H -4.1562 -1.9215 -9.5166
H 1.5025 -3.0027 4.0158
H 7.7235 -2.4206 4.9795
H 1.6220 6.0548 7.3512
H 0.3835 5.4114 4.0734
H 9.3123 -2.2763 3.0807
H 2.2953 4.9203 5.2880
H -3.0552 -0.5055 -9.1932
H 1.7548 6.5795 1.9156
H -2.3711 7.4241 -3.5667
H -2.5386 7.3540 -5.3147
H -2.1235 2.1149 -6.7329
H -3.6335 -0.4911 -1.0539
H 2.9853 -3.7342 -0.0501
H 5.2937 7.6258 2.1849
H -3.3665 -2.3959 4.1850
H -0.7370 -4.6356 2.6976
H -5.8051 -1.0173 2.0113
H 1.7643 -1.4170 -0.2737
H -5.0435 -6.2660 0.4200
H 3.8418 -6.7156 -1.3480
H 1.6941 -6.1342 -5.0254
H 1.2351 -7.8737 -2.6879
H 2.2078 -6.0212 -1.3219
H 2.2964 -1.8638 -2.7985
H 2.3754 -2.9445 6.4874
H -2.7764 -2.8878 -0.7515
H -7.9995 4.8383 -5.2787
H -2.5939 -6.6145 6.4272
H 2.5327 -7.6996 0.5563
H -0.8719 -6.3854 6.0027
H -6.8148 -5.7572 0.5794
H -1.1975 8.2189 -4.5866
H -5.8096 4.6135 0.8753
H 4.3127 -4.9025 0.2262
H 7.2655 -0.4281 6.0104
H 6.0976 -3.0577 6.7524
H -1.0856 6.7014 2.7454
H -0.9422 2.5334 -2.0595
H -4.1223 0.5494 -6.8640
H -4.0702 0.4042 1.1829
H -5.6611 -3.3438 -3.8973
H -1.4926 -7.9169 6.0279
H 3.2630 0.6228 5.9122
H -2.5715 4.9448 -5.5521
H 0.9171 -4.5265 4.5854
H -0.4907 5.9726 -3.5639
H -6.5379 3.6071 -0.3535
H -4.7369 9.9647 -0.4085
H 8.9768 -0.6943 6.2970
H 5.5543 -1.4307 7.0187
H 3.6017 -6.1744 4.5731
H -1.1243 -4.8175 -2.6564
H 3.5851 -6.7560 -3.9531
H 2.6212 4.1165 -2.2105
H -1.1284 2.2831 2.5214
H -0.4145 -3.9033 1.3254
H 1.6410 2.0660 -3.0682
H 0.9717 3.0123 4.3480
H -5.6461 1.1424 0.5503
H 2.2212 4.3630 7.6869
H -1.2883 3.8904 -4.8793
H -4.2866 -10.6129 3.8893
H -2.2966 3.2354 3.5123
H -3.6423 9.1597 -2.6149
H -6.4197 3.3689 -6.4637
H 3.7798 -1.0920 3.3534
H 7.3224 -6.5819 4.8443
H 0.9511 -5.6976 0.8372
H 2.0800 -8.3723 2.2255

---

Which of the structures shown above is the most stable? The most stable is model Q.